Record 1
Below is a 9-piece molecular cluster, CH20O9 overall in a non-equilibrium geometry, with properties calculated with ωB97M-V with the def2-TZVPD basis set.

Charge ... 0
Spin multiplicity ... 1
Energy relative to the best compared isomer or geometry (same formula, charge and spin) ... 108.1 kcal/mol
Strongest force on any atom ... 5.480 eV/Å
E_LUMO ... -0.4 eV
HOMO energy ... -7.5642 eV
Electronic energy ... -19785.2022 eV

Each line ends with the natural charge from an NBO analysis.
Cartesian coordinates (Å):
H  15.826  10.631  34.845  0.586
C  15.324  8.744  36.223  -0.238
H  12.620  10.353  36.022  0.469
O  16.391  9.159  35.533  -0.933
H  14.686  11.334  31.236  0.492
H  17.407  13.431  36.320  0.469
H  18.776  12.977  32.660  0.475
H  16.240  10.969  33.181  0.537
H  15.482  9.121  31.402  0.516
H  19.162  10.078  31.923  0.461
H  14.525  8.229  35.655  0.133
H  17.091  6.443  34.545  0.456
H  15.564  8.174  37.061  0.135
O  14.037  12.145  31.369  -0.992
H  13.326  11.626  36.246  0.457
O  17.890  13.349  32.338  -0.951
H  16.356  7.840  34.657  0.500
H  13.672  12.566  30.549  0.477
H  18.034  13.382  31.356  0.478
H  16.815  11.987  34.104  0.547
O  16.834  12.627  36.404  -0.952
O  12.973  11.196  35.542  -0.924
O  15.906  10.018  31.561  -0.961
O  18.618  9.822  32.717  -0.954
O  16.474  6.992  34.053  -1.035
H  15.031  9.706  36.732  0.115
H  17.806  9.386  32.424  0.491
H  17.590  11.938  36.618  0.486
O  16.113  11.329  34.040  -0.825
H  16.346  10.099  30.727  0.484

=====

Record 2
Below is a 11-piece molecular cluster, CH25NO11 overall in a non-equilibrium geometry, with properties calculated with ωB97M-V with the def2-TZVPD basis set.

Charge ... 0
SMILES ... NCO.O.O.O.O.O.O.O.O.O.O
Spin multiplicity ... 1
Energy relative to the best compared isomer or geometry (same formula, charge and spin) ... 0.0 kcal/mol
Strongest force on any atom ... 7.680 eV/Å
E_LUMO ... -0.4 eV
HOMO energy ... -10.0385 eV
Electronic energy ... -25453.6910 eV

Each line ends with the natural charge from an NBO analysis.
Cartesian coordinates (Å):
H  -1.206  -0.859  3.787  0.456
N  -0.975  -1.558  -1.608  -0.872
H  0.653  3.401  3.441  0.486
H  -3.782  -0.521  -3.867  0.473
O  1.204  2.672  3.153  -0.928
H  -1.046  -1.330  2.312  0.497
H  1.893  -1.762  2.427  0.508
H  0.651  -0.580  0.353  0.495
H  -0.008  2.944  0.140  0.494
H  1.135  -1.750  3.824  0.465
O  0.790  -1.493  0.044  -0.812
H  0.775  -0.477  -1.796  0.209
H  -1.611  -0.814  -1.230  0.376
O  0.405  0.869  1.337  -1.021
O  0.752  1.122  -3.899  -0.996
C  0.470  -1.512  -1.431  0.063
O  -1.582  -0.770  3.001  -0.952
H  -0.651  -3.053  0.757  0.452
O  2.599  -0.655  1.280  -0.999
H  1.881  -0.037  1.417  0.468
H  -0.161  0.293  1.941  0.497
H  0.753  1.516  2.040  0.517
H  -0.358  3.480  -2.509  0.495
H  1.116  -2.301  -1.768  0.201
O  -3.382  0.080  -3.220  -0.955
H  0.364  -2.947  1.945  0.503
H  1.325  1.123  -4.628  0.463
O  -0.709  3.314  -3.325  -0.947
H  1.387  2.394  4.056  0.485
H  2.312  -1.211  0.478  0.504
H  0.350  2.021  -3.789  0.496
O  -0.414  2.715  -0.752  -0.964
H  -2.561  -0.364  -2.984  0.478
H  -1.532  2.812  -3.219  0.484
H  -1.366  -2.413  -1.179  0.359
O  -0.497  -3.278  1.587  -0.973
O  1.407  -2.266  3.120  -0.984
H  -0.894  1.941  -0.710  0.478

=====

Record 3
Below is CH25O12Pd as an isolated structure in a non-equilibrium geometry, with properties calculated with ωB97M-V with the def2-TZVPD basis set.

Charge ... +2
Spin multiplicity ... 4
Strongest force on any atom ... 3.921 eV/Å
E_LUMO (alpha / beta) ... -8.0 / -14.1 eV
HOMO energy (alpha / beta) ... -17.1619 / -17.1601 eV
Electronic energy ... -29468.3566 eV

Each line ends with the Löwdin spin population.
Cartesian coordinates (Å):
H  2.287  0.727  3.273  0.000
O  -0.992  0.598  -3.318  0.070
H  0.245  -1.825  2.320  0.000
H  0.251  0.986  -0.438  0.021
O  -3.000  1.091  1.197  0.001
H  3.953  2.993  -0.145  0.000
H  -2.270  1.395  1.736  0.000
H  -2.775  -0.703  0.707  0.000
H  -2.931  1.761  -0.657  0.000
H  -1.599  -2.569  -1.238  0.000
O  -0.239  -1.674  3.132  0.001
H  -0.991  -3.951  -1.345  0.000
O  -2.611  -1.619  0.481  0.000
H  2.491  -0.067  2.000  0.001
H  -1.462  0.811  -2.511  0.000
H  -0.946  -0.358  -3.322  0.001
C  0.700  0.159  0.112  0.090
O  2.085  0.019  0.030  0.740
H  -1.886  -1.880  1.050  0.000
O  1.847  -2.645  -1.630  0.037
H  1.686  -3.370  -2.234  0.003
O  -1.060  -3.116  -1.808  0.001
H  -0.820  0.520  2.793  0.001
O  2.663  -0.089  2.941  0.017
O  1.227  2.243  -3.504  0.875
H  1.070  -2.621  -1.071  0.000
H  0.224  -0.763  -0.219  0.005
H  0.318  0.285  1.125  0.047
O  -2.355  1.827  -1.419  0.009
H  2.953  1.924  -0.532  -0.001
O  3.363  2.728  -0.851  0.010
H  0.464  1.710  -3.280  0.020
H  1.790  2.193  -2.731  0.016
H  -0.599  -2.531  3.360  0.000
Pd  3.575  -1.435  -0.899  1.028
H  -0.305  1.638  3.673  0.000
H  -3.609  1.830  1.177  0.000
H  -1.662  2.427  -1.144  0.000
O  -1.080  1.350  3.191  0.005

=====

Record 4
Below is a 13-piece molecular cluster, CH25O15 overall in a non-equilibrium geometry, with properties calculated with ωB97M-V with the def2-TZVPD basis set.

Charge ... -1
Spin multiplicity ... 1
Energy relative to the best compared isomer or geometry (same formula, charge and spin) ... 120.8 kcal/mol
Strongest force on any atom ... 12.217 eV/Å
E_LUMO ... 2.5 eV
HOMO energy ... -7.5705 eV
Electronic energy ... -32155.7481 eV

Each line ends with the natural charge from an NBO analysis.
Cartesian coordinates (Å):
H  -0.567  -0.012  -3.658  0.456
H  1.562  -0.086  2.940  0.477
H  1.087  -1.615  1.459  0.473
O  2.557  -1.160  -1.550  -0.963
H  -2.254  0.670  -0.375  0.471
C  -0.248  0.021  0.666  0.973
O  0.328  -0.198  -3.593  -0.930
O  3.046  1.498  -2.317  -0.979
H  0.348  -0.506  -2.653  0.469
O  1.744  -1.780  2.085  -0.944
H  1.281  1.253  3.258  0.462
O  -0.186  -1.190  0.606  -0.788
H  2.285  -1.728  -2.147  0.496
O  1.643  0.519  3.700  -0.963
H  -2.456  0.339  2.713  0.493
O  -2.375  -1.802  -1.543  -1.011
H  0.734  -1.898  -0.566  0.481
O  -1.231  0.591  0.972  -0.774
O  0.112  2.889  2.221  -0.997
H  -0.259  -2.390  -1.539  0.478
O  0.619  3.044  -2.275  -0.921
H  3.379  -1.524  -1.015  0.490
H  2.693  0.640  -1.979  0.477
H  1.384  0.099  -0.291  0.490
H  -0.368  2.035  1.896  0.503
H  -1.937  -0.092  4.158  0.474
H  0.027  2.608  -1.727  0.474
O  0.578  -2.625  -1.301  -1.012
O  0.786  0.708  0.051  -0.749
H  -1.876  -1.272  1.392  0.460
O  -2.855  0.713  -1.006  -0.931
O  -2.648  -1.567  1.275  -0.923
H  -2.687  -2.407  1.845  0.467
H  -2.367  -0.891  -2.097  0.488
O  -2.677  0.217  3.603  -0.970
H  0.477  3.880  -2.125  0.452
H  2.288  1.928  -2.620  0.481
H  1.002  2.973  1.814  0.474
H  2.436  -1.813  1.508  0.445
H  -2.547  -1.656  -0.628  0.502
H  -2.859  1.587  -1.156  0.449

=====

Record 5
Below is CH27HfO16 as an isolated structure in a non-equilibrium geometry, with properties calculated with ωB97M-V with the def2-TZVPD basis set.

Charge ... +3
Spin multiplicity ... 1
Energy relative to the best compared isomer or geometry (same formula, charge and spin) ... 47.0 kcal/mol
Strongest force on any atom ... 6.661 eV/Å
E_LUMO ... -13.4 eV
HOMO energy ... -18.5008 eV
Electronic energy ... -35514.9985 eV

Each line ends with the Mulliken charge.
Cartesian coordinates (Å):
O  -1.978  -3.337  1.017  -0.661
Hf  -0.272  -1.264  -2.820  1.191
O  -2.347  -1.309  -2.373  -0.543
H  2.901  1.030  2.662  0.310
O  2.956  -0.121  -0.162  -0.649
O  -0.071  -0.996  0.923  -0.434
H  -1.661  -3.020  1.884  0.403
O  2.432  1.318  1.864  -0.672
H  3.730  0.091  -0.647  0.317
H  -0.239  -2.819  -0.327  0.294
O  0.106  1.134  0.443  -0.436
H  -2.866  -0.582  -1.987  0.361
O  0.929  0.379  -3.457  -0.482
O  -1.715  1.468  -2.691  -0.561
H  -0.378  2.249  1.981  0.323
H  0.291  -0.695  1.744  0.193
O  -0.452  2.460  2.883  -0.667
H  1.540  1.060  1.900  0.306
O  -0.357  -2.842  -1.259  -0.552
H  1.206  1.896  -0.598  0.347
H  -1.172  -3.391  -1.155  0.424
H  -0.473  1.570  3.256  0.315
O  -1.597  -1.822  3.313  -0.647
O  -0.359  -0.246  -1.155  0.810
C  -0.117  -0.012  0.042  0.872
O  -1.634  2.861  -0.441  -0.717
H  1.316  1.068  -2.928  0.285
H  -2.991  -1.729  -3.025  0.423
H  2.131  -1.238  -1.267  0.415
H  -1.589  1.906  -1.869  0.408
H  2.812  0.580  0.424  0.272
H  -1.286  2.099  0.045  0.255
O  1.816  2.101  -1.323  -0.783
H  2.457  -1.541  -2.777  0.409
O  0.700  -0.101  3.603  -0.568
H  -2.661  -2.704  0.903  0.291
O  1.764  -1.572  -2.111  -0.503
H  -0.011  -0.296  4.213  0.276
H  1.554  0.523  -4.165  0.429
H  1.361  0.401  4.037  0.256
H  -2.111  2.184  -3.166  0.357
H  1.376  2.771  -1.790  0.309
H  -1.824  -0.988  2.872  0.338
H  -2.287  -2.062  3.921  0.319
H  -0.933  3.539  -0.438  0.366

=====

Record 6
Below is a 13-piece molecular cluster, CH27O13 overall in a non-equilibrium geometry, with properties calculated with ωB97M-V with the def2-TZVPD basis set.

Charge ... -1
Spin multiplicity ... 1
Energy relative to the best compared isomer or geometry (same formula, charge and spin) ... 62.1 kcal/mol
Strongest force on any atom ... 5.839 eV/Å
E_LUMO ... 2.4 eV
HOMO energy ... -6.1593 eV
Electronic energy ... -28093.1209 eV

Each line ends with the natural charge from an NBO analysis.
Cartesian coordinates (Å):
O  0.549  4.396  -0.217  -0.953
H  -2.907  2.258  1.074  0.451
H  1.908  0.257  -2.318  0.470
H  2.168  -0.946  1.424  0.500
H  -1.022  -3.107  -3.157  0.463
O  -2.587  2.427  0.251  -0.972
C  -0.090  0.077  0.075  -0.293
H  -0.202  1.584  -2.596  0.491
H  0.149  -3.806  1.842  0.460
H  -0.800  -0.247  2.516  0.500
H  0.451  -0.775  0.379  0.151
H  -1.168  -2.654  -1.735  0.484
H  0.835  -2.149  -2.673  0.487
O  1.777  1.188  -1.993  -1.023
O  2.763  1.126  1.700  -1.002
H  1.851  1.235  1.296  0.506
H  -1.575  1.354  -3.219  0.445
O  -1.094  -1.047  2.925  -0.956
H  -3.663  -2.321  0.176  0.459
H  3.030  -1.986  0.742  0.459
H  1.962  -1.794  -1.931  0.461
O  1.478  -1.460  -2.639  -0.946
H  0.500  3.471  -0.253  0.489
H  3.327  1.067  0.905  0.461
H  -2.059  -1.314  2.577  0.455
O  -0.958  2.110  -2.882  -0.946
H  -1.543  2.204  0.367  0.504
O  -3.206  -1.845  -0.472  -0.934
O  2.584  -1.800  1.550  -0.948
H  -2.755  -1.186  0.108  0.474
H  -0.428  -0.027  -0.925  0.163
O  -0.834  -3.310  -2.251  -0.934
O  0.463  1.454  0.278  -1.012
H  0.146  2.623  3.320  0.469
O  -0.449  2.053  2.718  -1.021
H  -0.414  4.586  -0.330  0.461
H  1.090  -3.006  1.119  0.487
H  -0.966  -0.055  0.592  0.138
H  1.221  0.994  -1.125  0.503
H  0.014  2.134  1.817  0.513
O  0.455  -3.762  0.964  -0.966